105
Properties=species:S:1:pos:R:3:forces:R:3:lowdin_charge:R:1 method="wB97M-V/def2-TZVPD" orbital_gap_ev=9.63 e_tot_ev=-50562.0951 largest_force_ev_per_a=3.50 lumo_ev=0.235 relative_energy_kj_mol=259.50
C -9.0571 -0.5030 20.8422 -1.1 -0.2 -0.5 -0.0641
C -10.4038 -1.1394 20.4351 -0.6 0.8 -1.4 -0.2333
O -10.5072 -1.2683 18.9635 0.5 0.3 0.1 -0.1429
H -8.8285 0.4364 20.3401 -0.4 0.1 -0.2 0.0754
H -8.2233 -1.1334 20.6588 0.7 -0.9 -0.2 0.0460
H -9.0997 -0.3013 21.8991 0.0 0.1 0.5 0.0686
H -11.2105 -0.4588 20.7662 0.2 -0.2 -0.1 0.1052
H -10.5950 -2.1146 20.8588 0.4 -0.2 0.4 0.0834
H -11.3189 -1.7058 18.5922 0.5 0.1 1.3 0.0646
C -11.4066 -7.8770 13.0646 -0.1 0.4 0.7 -0.0850
C -12.0463 -6.5850 13.5882 1.0 -0.7 0.8 -0.2556
O -11.1522 -6.0332 14.6193 -0.7 -0.2 -0.9 -0.1174
H -12.0647 -8.4268 12.4168 -0.5 -0.1 -0.3 0.0670
H -11.0948 -8.5458 13.8603 -0.3 0.0 0.4 0.0777
H -10.5085 -7.6960 12.5332 0.9 0.5 -0.7 0.0472
H -13.0179 -6.8982 14.0238 0.3 0.8 -0.2 0.1176
H -12.1186 -5.8460 12.7777 -0.4 -0.2 0.2 0.1088
H -11.5418 -5.1844 14.8988 -0.1 -0.4 0.1 0.0469
C -7.5597 1.1345 10.6818 -1.4 0.4 0.0 -0.0978
C -6.9592 0.0118 11.4456 0.6 -0.8 1.8 -0.3341
O -7.7249 -1.2025 11.3851 0.0 0.9 0.8 -0.0773
H -7.0556 2.0858 10.7600 0.7 0.1 -0.1 0.0703
H -8.4891 1.3252 11.2300 -0.3 0.0 -0.6 0.0793
H -7.7864 0.9277 9.6263 0.2 -0.1 0.3 0.0814
H -6.9330 0.2705 12.5257 -0.3 0.0 -0.5 0.1160
H -5.9204 -0.2178 11.2611 0.5 0.0 -0.7 0.1023
H -7.6393 -1.5325 10.5074 0.0 -0.5 -1.0 0.0585
C -6.6715 -8.9074 16.8921 -0.4 -1.2 0.8 -0.0842
C -8.0613 -9.3216 16.4203 -0.4 -0.8 -0.8 -0.3134
O -9.0769 -9.5332 17.4282 0.6 0.0 0.2 -0.1030
H -6.0719 -9.7503 17.3136 -0.4 0.5 -0.5 0.0790
H -6.8156 -8.2114 17.7066 0.2 0.5 0.1 0.0616
H -6.1557 -8.4383 16.0662 0.3 0.1 -0.1 0.0656
H -8.0451 -10.1998 15.7215 0.2 0.4 0.7 0.1155
H -8.4226 -8.5207 15.7772 -0.3 0.2 0.3 0.0772
H -8.8066 -10.1759 18.1146 0.1 0.5 -0.8 0.0894
C -13.3590 2.2558 18.5422 0.2 -0.7 -0.4 -0.0751
C -13.1400 1.9313 17.0680 0.4 1.2 1.7 -0.3074
O -13.7521 0.6916 16.8277 0.3 -0.7 -2.3 -0.1068
H -12.9956 3.2362 18.7638 0.2 0.8 0.0 0.0638
H -12.7082 1.5825 19.1199 -0.9 -0.1 0.3 0.0804
H -14.4519 2.2485 18.7207 0.7 -0.4 0.5 0.0927
H -12.0350 1.9730 16.8834 -1.0 -0.2 -0.4 0.1347
H -13.7298 2.6816 16.5703 0.3 0.5 -1.0 0.1064
H -13.7273 0.5730 15.8440 -0.2 -0.2 1.3 0.1292
C -14.0376 -2.8728 14.0102 -0.6 -0.1 0.8 -0.0717
C -13.0794 -2.8262 15.1786 -1.3 -0.6 -1.0 -0.2958
O -13.0531 -4.1115 15.7940 0.2 0.4 -1.4 -0.0643
H -14.9475 -3.4080 14.2569 0.0 -0.5 0.2 0.0831
H -13.5695 -3.3170 13.1759 0.3 -0.5 -1.2 0.0550
H -14.4210 -1.8981 13.7781 0.3 0.8 -0.4 0.0632
H -13.4979 -2.0910 15.8218 0.1 0.6 1.2 0.0822
H -12.1330 -2.4943 14.7820 0.8 0.0 0.3 0.1044
H -12.6082 -3.9459 16.6110 0.4 -0.1 1.6 0.0384
C -7.2255 -5.6225 21.9520 0.7 0.7 0.2 -0.0785
C -7.8768 -4.1979 21.8799 0.1 -1.6 -1.8 -0.2782
O -9.2225 -4.2748 21.3803 0.1 -0.4 -0.5 -0.1167
H -7.9021 -6.4187 22.2394 -0.5 0.2 0.2 0.0634
H -6.3932 -5.6667 22.6738 -0.3 0.3 -0.1 0.0660
H -6.7705 -5.9357 21.0157 -0.2 0.2 -0.4 0.0528
H -7.2975 -3.5275 21.2126 0.0 -0.4 0.3 0.1009
H -7.8922 -3.7531 22.8463 -0.4 0.3 0.8 0.0898
H -9.2596 -4.7289 20.4929 0.4 0.8 1.1 0.0702
C -4.9095 -4.5013 16.8476 0.3 0.7 0.1 -0.0816
C -5.6318 -3.8996 18.0895 -0.5 -1.0 -1.4 -0.2681
O -6.9307 -4.5115 18.2901 1.4 -0.4 0.1 -0.1057
H -4.3916 -5.4706 16.9347 -0.2 0.4 0.6 0.0677
H -4.1652 -3.7451 16.5018 -0.4 -0.6 0.1 0.0763
H -5.6424 -4.6582 16.0672 -0.2 0.2 -0.3 0.0474
H -5.7319 -2.8189 17.9264 -0.1 -0.2 0.2 0.1035
H -5.0420 -4.0992 18.9515 0.4 0.1 0.9 0.0895
H -7.5645 -3.8326 18.0831 -0.4 0.9 0.1 -0.0067
C -8.9645 -1.6472 15.2935 0.3 1.6 -0.2 -0.0845
C -8.2837 -2.6320 16.1953 0.8 0.6 2.0 -0.2384
O -8.1079 -2.1052 17.6045 -0.8 -0.7 -1.5 -0.1376
H -9.1917 -2.0724 14.3170 0.1 0.0 -0.1 0.0709
H -8.3384 -0.7269 15.1563 -0.2 -0.9 -0.1 0.0902
H -9.8796 -1.2189 15.7094 -0.2 -0.5 0.2 0.0648
H -7.2219 -2.7863 15.9126 -0.8 -0.1 -0.1 0.1159
H -8.7976 -3.6112 16.2138 0.2 0.3 -0.1 0.1037
H -8.9704 -1.8470 18.0219 0.3 -0.1 -0.4 0.0588
C -7.5245 -5.9555 13.0994 -0.5 0.2 -1.0 -0.1508
O -8.1308 -6.6051 14.2122 3.4 -0.5 -0.3 -0.1124
H -7.8012 -4.9030 13.0041 0.2 0.3 0.6 0.0674
H -6.4171 -6.0380 12.9883 -0.9 -0.2 0.9 0.0905
H -7.9475 -6.3444 12.1735 0.1 -0.5 -0.3 0.0625
H -9.0121 -6.3426 14.2811 -2.6 0.8 0.1 -0.0046
C -9.8284 -6.2923 18.2653 0.9 0.7 -2.2 -0.0990
O -9.9765 -4.8767 18.4939 0.8 0.1 -0.5 -0.1594
H -9.4820 -6.8146 19.1112 0.3 -0.4 1.4 0.0563
H -10.7934 -6.6792 17.9568 0.1 -0.3 -0.3 0.0814
H -9.0073 -6.4384 17.4904 -1.3 -0.1 0.7 0.1024
H -9.4210 -4.4366 17.8164 -0.6 -0.3 0.9 0.0451
C -12.6157 -3.8934 19.4674 -0.6 -0.9 -0.6 -0.1010
O -12.6695 -2.9729 18.3634 0.7 -0.8 0.6 -0.1506
H -13.0839 -4.8705 19.1922 0.6 0.6 0.0 0.1014
H -11.5851 -3.9644 19.6624 1.1 -0.8 0.3 0.0272
H -13.0714 -3.6423 20.4199 -0.5 1.0 -0.2 0.0870
H -13.4681 -2.4652 18.4457 -1.2 0.8 -0.1 0.0140
C -16.0199 -1.0316 18.5592 1.4 -0.6 1.4 -0.0877
O -14.5665 -1.1834 18.5167 -1.4 0.6 -0.4 -0.1622
H -16.4501 -2.0058 18.7501 0.0 -0.3 0.0 0.0769
H -16.3067 -0.3931 19.3997 0.1 0.1 -0.2 0.0799
H -16.4197 -0.6620 17.6530 -0.3 0.5 -1.0 0.0633
H -14.2410 -0.5339 17.8520 0.0 -0.2 0.6 0.0282